79
Properties=species:S:1:pos:R:3:forces:R:3:mulliken_spin:R:1 method="wB97M-V/def2-TZVPD" charge=-1 largest_force_ha_per_bohr=0.01158 multiplicity=5 homo_energy_ev="-2.04 / -4.51" homo_lumo_gap_ev="4.43 / 6.74" total_energy_ev=-79755.8725
Cr 1.45122 0.93162 1.39874 -0.405 -0.326 -0.291 3.198
C 4.31979 0.21123 -0.40046 0.011 0.017 -0.002 0.054
C 4.27520 -1.22720 0.09027 0.020 -0.008 -0.042 -0.009
C 2.89529 -1.77560 0.43064 -0.013 0.011 0.030 0.049
N 2.22710 -1.01238 1.47544 0.157 -0.002 0.099 -0.046
C 1.58149 -1.69192 2.40404 0.036 -0.034 -0.015 -0.015
C 1.21082 -3.05683 2.26289 -0.045 -0.013 -0.018 0.018
C 0.75427 -3.97615 3.18272 0.034 -0.001 0.008 -0.005
C 0.60488 -3.87412 4.56140 0.003 0.022 0.012 0.034
C 0.77502 -2.71312 5.29533 -0.002 -0.016 -0.018 -0.009
C 0.99387 -1.41565 4.86638 0.013 0.004 0.014 0.041
C 1.14575 -0.88210 3.56455 0.054 0.053 0.041 0.029
N 1.05383 0.40224 3.30052 -0.090 -0.001 -0.062 -0.160
C 0.64912 1.32343 4.34522 -0.003 -0.017 -0.023 0.004
C 0.24331 2.68616 3.79557 0.040 -0.011 -0.015 0.004
C -0.73460 2.61117 2.63210 -0.041 -0.079 -0.001 0.026
N -0.05864 2.21818 1.41407 0.022 0.040 0.057 -0.053
C -0.69229 2.27474 0.24810 0.050 0.056 -0.017 -0.058
C -2.06626 2.56071 0.17035 -0.027 0.027 0.007 0.073
C -2.93064 2.68062 -0.90776 0.012 -0.017 0.011 -0.009
C -2.66806 2.64496 -2.25934 0.030 0.047 -0.017 0.055
C -1.40738 2.48744 -2.82342 -0.027 0.001 0.024 -0.016
C -0.17639 2.26280 -2.24419 -0.022 -0.064 -0.031 0.072
C 0.21233 2.01530 -0.90423 0.037 0.050 -0.055 -0.029
N 1.42175 1.59684 -0.55030 0.092 0.095 0.045 -0.090
C 2.55393 1.74529 -1.45980 0.014 -0.010 -0.006 0.022
C 3.44555 0.51827 -1.62454 0.013 -0.012 -0.013 -0.003
H 5.36011 0.46531 -0.61964 -0.007 0.030 0.009 0.002
H 4.03158 0.86707 0.42204 -0.032 -0.016 0.015 -0.030
H 4.90873 -1.32006 0.97730 0.003 0.006 -0.006 -0.003
H 4.70306 -1.88643 -0.67343 -0.003 -0.006 0.000 0.000
H 3.04982 -2.80434 0.76280 -0.009 -0.016 0.000 0.000
H 2.26579 -1.83253 -0.46147 -0.016 0.016 -0.036 -0.018
H 1.24784 -3.42182 1.24559 -0.017 0.010 -0.001 0.004
H 0.51011 -4.94492 2.75726 0.003 -0.003 0.004 0.000
H 0.32691 -4.77082 5.10052 0.003 -0.003 0.000 0.003
H 0.67614 -2.81807 6.37184 -0.003 0.000 0.000 -0.001
H 1.03693 -0.67900 5.65750 -0.015 -0.002 0.000 0.007
H 1.46993 1.45931 5.06190 -0.024 -0.019 0.029 -0.004
H -0.19679 0.90116 4.90285 -0.019 0.005 -0.025 -0.004
H 1.12299 3.25123 3.47603 -0.008 0.003 -0.004 0.004
H -0.21539 3.25058 4.61133 0.010 0.006 0.011 0.002
H -1.20443 3.59184 2.49238 0.000 0.013 -0.006 0.000
H -1.54172 1.90598 2.88551 -0.013 0.005 -0.002 -0.008
H -2.55537 2.65261 1.12994 0.010 0.005 0.005 0.020
H -3.97018 2.82844 -0.63164 -0.006 0.003 -0.005 0.000
H -3.50188 2.75286 -2.94108 -0.004 -0.001 0.005 -0.006
H -1.38493 2.51433 -3.90819 0.002 -0.011 -0.004 -0.004
H 0.60499 2.14473 -2.97803 -0.011 -0.030 0.003 0.013
H 3.17070 2.56449 -1.06966 0.003 -0.006 0.020 -0.009
H 2.23714 2.05626 -2.45060 0.024 0.029 -0.005 0.000
H 4.09178 0.71919 -2.48301 -0.006 -0.039 -0.024 0.001
H 2.83683 -0.34326 -1.91107 -0.036 0.009 0.055 0.001
F 3.32807 3.40047 1.49436 0.006 -0.053 0.011 0.006
B 3.03559 2.19902 2.03484 0.046 0.096 0.062 -0.164
F 3.85317 1.91271 3.07051 -0.028 0.030 -0.025 0.004
C -2.87741 -1.37305 -0.10755 0.022 0.002 -0.017 -0.061
C -1.87006 -0.85895 0.69750 0.032 0.012 0.120 0.179
N -0.61670 -0.69133 0.24191 0.247 0.047 0.072 -0.019
C -0.36623 -1.01747 -1.01353 -0.139 0.065 -0.012 0.059
C -1.31274 -1.50174 -1.94733 0.011 -0.019 -0.002 -0.142
C -2.61363 -1.70041 -1.42355 -0.008 0.051 0.006 0.193
C -0.89931 -1.79370 -3.28226 -0.018 0.021 -0.003 0.201
C -1.65731 -1.92581 -4.44191 0.001 -0.058 0.011 0.163
C -2.92695 -1.38885 -4.76040 0.002 -0.009 -0.029 0.096
C -3.58394 -0.36609 -4.02025 -0.034 0.008 0.003 0.016
C -4.78426 0.10036 -4.48169 0.020 -0.017 -0.004 -0.039
N -5.38809 -0.34885 -5.59913 0.014 -0.018 -0.014 0.114
C -4.68251 -1.28506 -6.24384 0.021 0.016 0.042 -0.020
N -3.52358 -1.81749 -5.92037 -0.022 0.018 0.010 0.055
H -3.87001 -1.51479 0.30322 0.000 -0.001 0.002 -0.006
H -2.05644 -0.56735 1.72572 0.016 -0.021 -0.002 0.013
H 0.64339 -0.83013 -1.36605 0.019 -0.018 0.015 0.047
H -3.38899 -2.11454 -2.05414 0.005 0.008 0.008 0.042
H 0.16265 -2.01210 -3.38381 -0.002 0.042 -0.002 0.001
H -1.19202 -2.44349 -5.27578 -0.002 0.004 0.004 0.019
H -3.13824 0.05624 -3.13200 0.004 0.001 -0.022 0.098
H -5.30584 0.88637 -3.94031 -0.003 -0.001 -0.004 -0.002
H -5.12953 -1.65406 -7.16542 0.002 0.001 0.003 -0.002

=====

92
Properties=species:S:1:pos:R:3:forces:R:3:mulliken_spin:R:1 method="wB97M-V/def2-TZVPD" largest_force_ha_per_bohr=0.07222 multiplicity=2 homo_energy_ev="-8.78 / -8.82" homo_lumo_gap_ev="6.46 / 6.71" total_energy_ev=-179751.9749
Ir -0.36628 -0.46313 0.16580 -1.580 -0.992 3.211 1.013
C 0.08555 2.61336 1.26730 0.386 0.293 -0.052 0.010
N -0.86686 1.53449 1.51917 0.711 -1.603 -1.214 -0.019
C -0.79344 1.09130 2.91185 0.055 -0.126 0.344 0.003
C -2.21799 1.91899 1.12632 -0.451 0.259 -0.243 -0.007
C -3.06446 0.73839 0.78149 0.213 0.176 0.118 0.051
C -4.43502 0.91810 0.63256 -0.079 -0.177 0.119 -0.027
C -5.24170 -0.13197 0.23213 0.027 0.067 0.001 0.042
C -4.67212 -1.37675 0.00238 0.036 -0.027 0.094 -0.038
C -3.30825 -1.55467 0.16763 0.202 -0.363 0.063 0.069
C -2.47956 -0.49678 0.52613 1.517 -0.127 -0.938 -0.075
H -0.07486 3.43596 1.97418 -0.106 -0.037 -0.035 0.001
H -0.01988 2.97867 0.24909 -0.107 0.001 0.038 -0.001
H 1.09506 2.23075 1.37955 -0.088 0.008 0.099 -0.005
H -0.98111 1.93411 3.58808 -0.041 0.036 -0.108 0.000
H 0.20017 0.69056 3.10159 -0.022 0.057 -0.006 -0.003
H -1.52621 0.30604 3.09285 -0.024 0.013 -0.044 0.003
H -2.14941 2.53484 0.22982 0.069 0.076 0.128 0.002
H -2.69980 2.52091 1.90769 0.171 -0.020 0.066 -0.001
H -4.86364 1.89390 0.82669 -0.015 0.017 0.004 0.000
H -6.30604 0.01630 0.10837 -0.014 -0.002 -0.014 0.002
H -5.29055 -2.21190 -0.29915 -0.002 -0.033 0.015 0.000
H -2.89392 -2.54702 0.04048 0.000 0.082 0.060 0.011
F 3.41028 1.08547 -4.20784 -0.081 0.192 0.259 0.001
C 2.88297 0.17383 -3.40166 -0.190 -0.275 -0.387 0.005
F 3.85932 -0.53672 -2.85855 -0.118 0.137 0.258 0.000
F 2.12470 -0.64760 -4.14069 0.055 0.058 -0.006 0.000
S 1.77150 0.90582 -2.09649 0.767 0.116 -0.690 0.012
O 1.03301 -0.27931 -1.68621 0.080 -0.060 0.513 0.042
O 2.57810 1.59751 -1.15289 0.064 0.121 0.005 -0.001
N 0.88412 1.85954 -2.99575 -0.179 0.026 0.143 0.001
S -0.65112 1.90680 -2.70064 -0.583 -0.142 -0.579 0.000
O -1.01487 1.42609 -1.37693 0.041 -0.457 0.276 0.003
O -1.25799 3.12699 -3.10938 0.182 0.082 -0.100 0.002
C -1.41776 0.61675 -3.81059 -0.076 -0.047 -0.032 -0.001
F -1.32944 0.93858 -5.09620 0.130 0.134 0.127 0.000
F -0.83437 -0.57469 -3.63595 0.105 0.152 0.017 -0.001
F -2.71232 0.48048 -3.50065 0.068 0.136 0.068 0.001
Br 6.20820 -1.94206 4.75795 -0.044 0.065 -0.003 0.000
C 5.15926 -0.58833 3.93457 -0.006 -0.080 -0.018 0.001
C 5.13080 0.68210 4.48418 0.072 -0.044 0.033 0.000
C 4.38290 1.66818 3.85817 -0.040 0.046 -0.027 -0.001
C 3.63843 1.37315 2.72601 0.066 -0.031 0.066 0.000
C 3.65762 0.08642 2.20629 -0.455 -0.039 -0.260 0.015
C 4.43296 -0.90074 2.79884 0.105 0.078 -0.028 -0.001
C 2.73915 -0.34122 1.06211 1.122 -0.284 0.561 0.002
O 3.15328 -1.16812 0.26034 -0.297 0.124 0.009 0.007
O 1.56872 0.17457 1.15857 -0.834 -0.143 -0.716 0.089
H 5.68521 0.89487 5.38727 0.040 0.018 -0.018 0.000
H 4.37315 2.66856 4.27094 0.005 0.012 -0.010 0.000
H 3.05147 2.14021 2.24072 -0.031 0.004 0.023 0.001
H 4.45631 -1.89149 2.36818 -0.013 -0.018 0.015 0.000
C -1.04190 -5.81824 5.09328 0.058 0.010 -0.045 0.000
C -1.51366 -4.63936 4.30394 -0.378 0.158 0.030 0.000
C -2.85253 -4.25138 4.25006 0.166 -0.002 -0.054 -0.002
C -3.14212 -3.13593 3.48108 0.025 -0.167 0.142 -0.001
N -2.21057 -2.45274 2.83355 0.074 0.327 -0.109 0.003
C -0.95935 -2.89940 2.93293 -1.191 -0.207 0.112 0.013
S 0.33115 -2.00966 2.18282 -0.165 1.154 -1.633 -0.205
N -0.58983 -3.96309 3.63210 0.755 0.015 -0.156 -0.004
H -1.84581 -6.26996 5.67008 -0.004 -0.013 -0.003 0.000
H -0.23818 -5.50903 5.76042 -0.011 -0.005 0.035 0.000
H -0.62078 -6.55762 4.41170 -0.020 -0.048 0.018 0.000
H -3.61582 -4.79758 4.78401 -0.046 0.021 -0.005 0.000
H -4.15281 -2.75197 3.38518 -0.048 -0.078 0.019 0.000
C -2.82758 -5.19984 -6.62660 -0.052 0.027 0.151 0.000
C -3.38484 -5.17428 -5.20681 0.110 -0.087 -0.095 0.000
N -2.59908 -4.29294 -4.34674 -0.098 -0.001 -0.085 0.000
C -2.96057 -2.88474 -4.34835 -0.125 -0.030 0.279 0.000
C -4.18568 -2.60324 -3.47020 0.150 0.008 -0.147 0.000
C -1.57898 -4.84076 -3.64942 -0.127 -0.080 0.033 0.001
O -1.34479 -6.04219 -3.66095 0.109 0.094 -0.133 0.000
C -0.65944 -3.97062 -2.83100 0.224 -0.144 0.277 -0.005
C 0.70857 -4.20455 -2.97526 -0.014 0.069 0.060 -0.001
C 1.59468 -3.61711 -2.09501 -0.206 -0.187 0.027 0.002
C 1.09862 -2.81294 -1.08152 0.254 -0.433 -0.066 -0.008
N -0.20566 -2.55654 -0.96566 0.350 1.896 0.606 -0.009
C -1.06237 -3.12463 -1.81388 -0.500 0.017 -0.161 -0.004
H -3.43672 -5.84550 -7.25793 0.011 -0.014 -0.046 0.000
H -1.80721 -5.58050 -6.61426 0.012 -0.028 -0.033 0.000
H -2.82134 -4.20020 -7.06237 0.005 0.003 -0.048 0.000
H -3.34715 -6.17428 -4.78064 -0.096 0.038 0.028 0.000
H -4.41875 -4.82596 -5.20703 0.003 0.000 0.064 0.000
H -3.17678 -2.58854 -5.37728 0.148 0.067 0.004 0.000
H -2.10815 -2.30943 -3.99917 -0.070 -0.032 -0.144 0.000
H -5.10706 -2.87894 -3.98251 -0.047 -0.019 0.062 0.000
H -4.23452 -1.54445 -3.21565 -0.062 -0.014 -0.015 0.001
H -4.12388 -3.18100 -2.54706 -0.037 0.038 0.034 0.000
H 1.04932 -4.86523 -3.76076 0.006 -0.039 0.009 0.000
H 2.65772 -3.79573 -2.16108 0.030 0.062 0.007 0.000
H 1.77898 -2.35562 -0.37319 -0.090 0.069 -0.080 0.004
H -2.11031 -2.91176 -1.65051 0.085 0.098 -0.143 0.009

=====

81
Properties=species:S:1:pos:R:3:forces:R:3:mulliken_spin:R:1 method="wB97M-V/def2-TZVPD" largest_force_ha_per_bohr=0.03774 multiplicity=2 homo_energy_ev="-6.49 / -6.49" homo_lumo_gap_ev="6.38 / 6.30" total_energy_ev=-189186.1360
Ti 0.03274 -0.99984 -0.78591 -0.539 1.570 0.454 0.735
O 1.09446 -3.92922 4.42445 0.009 -0.041 0.010 0.009
C 0.91262 -3.31212 3.23901 -0.070 -0.063 0.137 0.034
C 1.95266 -2.69069 2.55488 0.359 -0.141 0.363 -0.019
C 1.65472 -2.07605 1.37036 -0.251 0.145 -0.529 0.039
N 0.40790 -2.04077 0.90516 0.379 -0.839 0.838 -0.028
C -0.58616 -2.67885 1.52659 0.050 0.353 -0.509 0.046
C -0.37830 -3.33770 2.70081 -0.132 -0.308 0.488 -0.012
C -1.87354 -2.55103 0.73076 0.680 0.629 -0.214 0.011
O -2.90077 -3.07712 1.03624 -0.654 -0.419 0.239 0.008
O -1.67867 -1.76597 -0.32146 -0.891 -0.687 0.593 0.021
C 2.61062 -1.44739 0.37467 -0.679 0.297 -0.170 0.021
O 3.80090 -1.54081 0.45661 0.635 -0.137 0.069 0.012
O 1.92771 -0.84361 -0.58635 1.288 -0.564 0.282 0.002
H 2.01556 -3.85167 4.69636 0.013 0.017 0.032 -0.001
H 2.97293 -2.67428 2.92831 -0.106 -0.035 -0.039 0.000
H -1.18709 -3.85723 3.20202 0.093 0.076 -0.015 0.000
O -2.90339 0.48753 -1.12563 -0.139 0.520 -0.186 0.004
C -2.69240 0.29059 -2.49957 0.198 -0.019 0.324 0.000
C -1.34314 0.79960 -2.95173 -0.014 -0.004 -0.133 0.033
C -1.30627 1.66225 -4.03618 -0.252 -0.017 -0.010 -0.012
C -0.10427 2.09606 -4.55067 -0.114 0.160 -0.249 0.023
C 1.04699 1.63906 -3.95589 0.413 -0.017 0.154 -0.015
C 0.95214 0.78597 -2.87564 -0.028 0.069 0.089 0.061
N -0.21511 0.35886 -2.35032 -0.277 0.865 -1.715 -0.043
H -2.94580 -0.36818 -0.69441 0.170 -0.343 0.238 0.002
H -3.45699 0.82788 -3.05592 -0.100 0.046 -0.121 0.001
H -2.77811 -0.76660 -2.75845 0.003 -0.184 -0.036 0.004
H -2.24224 1.98239 -4.47549 0.011 0.018 0.051 0.000
H -0.06804 2.76772 -5.40071 -0.021 -0.025 0.079 0.000
H 2.02478 1.93689 -4.31029 -0.022 -0.029 0.049 0.000
H 1.84888 0.41184 -2.40823 0.091 -0.023 0.149 0.007
C -2.16414 0.08481 3.47902 -0.098 -0.043 0.103 0.000
Ge -1.78403 1.65637 2.34163 0.277 -0.082 -0.013 0.002
C -1.25801 3.16395 3.48934 -0.047 0.099 0.170 -0.002
C -3.53592 2.17935 1.63223 -0.059 -0.040 -0.178 0.000
Ge 0.06996 1.12542 0.79571 -0.354 0.672 0.275 0.032
C 0.25116 2.88397 -0.15706 -0.095 0.156 -0.032 -0.005
C 1.39355 3.69257 -0.15074 -0.097 0.045 -0.104 -0.004
C 1.45113 4.88569 -0.86982 -0.016 -0.079 0.035 0.001
C 0.36010 5.31356 -1.61464 0.010 -0.031 0.023 -0.002
C -0.79710 4.54450 -1.61519 -0.015 -0.099 0.045 0.005
C -0.84692 3.35419 -0.89478 0.103 0.012 -0.016 0.010
C 1.61397 1.13666 2.06381 -0.032 -0.061 0.199 0.000
C 1.41511 0.97544 3.44250 0.146 -0.030 -0.048 -0.001
C 2.47559 0.95003 4.34245 -0.043 -0.029 -0.105 -0.001
C 3.77958 1.08499 3.88092 0.003 -0.007 -0.024 -0.001
C 4.00678 1.23119 2.51950 -0.042 -0.015 -0.021 0.001
C 2.93776 1.24882 1.62819 0.009 -0.043 0.075 -0.008
H -2.92518 0.33068 4.22796 0.089 -0.032 -0.062 0.000
H -1.27202 -0.27662 3.99723 -0.131 -0.028 -0.029 0.000
H -2.55671 -0.72929 2.86218 0.014 0.030 0.053 0.000
H -2.04726 3.36763 4.22376 0.126 0.001 -0.093 0.000
H -1.12598 4.05174 2.86361 0.005 -0.057 0.080 0.000
H -0.32127 2.97136 4.01772 -0.125 0.097 -0.062 0.000
H -4.08711 2.66726 2.44176 0.010 -0.027 -0.087 0.000
H -4.10009 1.30510 1.29824 0.038 0.107 -0.013 0.000
H -3.44294 2.87389 0.79433 -0.059 -0.045 0.094 0.000
H 2.25461 3.40735 0.43781 0.043 -0.038 0.022 0.000
H 2.35326 5.48888 -0.83795 -0.047 -0.049 0.005 0.000
H 0.40386 6.24414 -2.17103 -0.003 -0.064 0.039 0.000
H -1.66870 4.87734 -2.17199 0.046 -0.031 0.048 0.000
H -1.76876 2.78074 -0.88899 -0.003 -0.029 -0.041 -0.003
H 0.40797 0.87159 3.82661 0.112 0.002 0.023 0.001
H 2.28422 0.82993 5.40350 -0.010 0.009 -0.033 0.000
H 4.61206 1.06933 4.57617 -0.044 0.008 -0.038 0.000
H 5.02119 1.31290 2.14485 -0.050 -0.008 0.004 0.000
H 3.15065 1.31244 0.56649 0.003 0.053 0.010 -0.001
N -0.32007 -6.06546 -4.43062 -0.071 -0.125 -0.050 0.000
C -0.16066 -4.93482 -3.69452 0.031 0.021 -0.012 0.000
C 0.36154 -4.97603 -2.39950 0.092 -0.157 0.131 0.005
C 0.52270 -3.80842 -1.70082 0.077 -0.053 -0.097 0.028
N 0.20476 -2.59324 -2.17607 0.161 -1.155 -0.872 -0.025
C -0.27005 -2.56384 -3.42770 -0.047 0.044 -0.081 0.018
C -0.46455 -3.67460 -4.21173 -0.056 0.074 -0.097 0.007
H -0.31159 -6.94935 -3.95309 0.022 -0.028 -0.015 0.000
H -0.89773 -6.02204 -5.25097 0.002 -0.019 -0.044 0.000
H 0.64209 -5.91844 -1.94209 -0.029 0.074 -0.036 0.000
H 0.93088 -3.84543 -0.70333 0.033 0.035 0.139 -0.003
H -0.51675 -1.58944 -3.82236 -0.002 0.090 -0.037 0.003
H -0.85623 -3.56429 -5.21594 0.019 0.003 0.053 0.000